# 1
{
  "formula": "C5H7FO3Sr",
  "method": "wB97M-V/def2-TZVPD",
  "orbital_gap_ha": [0.2755, 0.2745],
  "largest_force_ev_per_a": 3.4,
  "mol_weight_g_mol": 221.7,
  "e_tot_ev": -14985.6930,
  "charge": 1,
  "relative_energy_ev": 0.000,
  "spin_multiplicity": 2,
  "elements": ["C", "C", "H", "H", "H", "H", "O", "C", "C", "O", "O", "C", "H", "H", "F", "H", "Sr"],
  "coordinates": [[-2.70157, -1.34053, 1.33981], [-3.61148, -0.62986, 0.64501], [-2.40450, -1.03617, 2.34877], [-2.27334, -2.27320, 0.96420], [-4.07081, 0.26885, 1.06787], [-3.96208, -0.96368, -0.33588], [2.35467, -0.74229, -0.05862], [2.12255, 0.57675, 0.19730], [1.54958, -1.45056, -0.97984], [3.07673, 1.25124, 0.53084], [0.91312, 0.98115, 0.06574], [0.59385, -2.41499, -0.36347], [2.25714, -2.02004, -1.60539], [0.98955, -0.77331, -1.64080], [1.11222, -3.24522, 0.53983], [-0.19106, -2.87815, -0.97411], [-1.16351, 0.58133, -0.06113]],
  "forces_ev_per_a": [[-0.743, 0.158, -0.049], [0.258, -0.642, 0.461], [-0.064, -0.112, -0.242], [-0.150, 0.237, 0.070], [0.050, -0.249, -0.103], [0.025, 0.089, 0.256], [-0.174, -0.818, -0.319], [2.998, 1.392, 0.676], [0.189, 0.039, 0.070], [-1.310, -0.807, -0.234], [-1.110, -0.074, -0.259], [-0.074, -0.013, 0.036], [-0.141, 0.105, 0.006], [0.146, -0.086, -0.086], [-0.256, 0.271, -0.149], [0.213, 0.066, 0.172], [0.143, 0.444, -0.305]]
}

---

# 2
{
  "formula": "C5H7IN2",
  "method": "wB97M-V/def2-TZVPD",
  "orbital_gap_ha": 0.3303,
  "largest_force_ev_per_a": 5.5,
  "mol_weight_g_mol": 222.0,
  "e_tot_ev": -16377.8681,
  "charge": 0,
  "relative_energy_ev": 1.208,
  "spin_multiplicity": 1,
  "elements": ["C", "C", "C", "C", "C", "N", "N", "I", "H", "H", "H", "H", "H", "H", "H"],
  "coordinates": [[-1.88215, -0.31318, -0.48150], [-0.82681, 1.47814, -0.95428], [-0.64387, -0.40540, 0.06693], [1.39414, 1.08196, 0.10417], [0.22303, -1.80521, 1.01718], [-1.97968, 0.88575, -1.11309], [0.04434, 0.72933, -0.23460], [1.50731, -2.81851, -0.33593], [-2.69297, -1.01126, -0.46434], [-0.57895, 2.44616, -1.34204], [2.00234, 1.17257, -0.79876], [1.41264, 2.03496, 0.63660], [1.83359, 0.31691, 0.73930], [-0.58299, -2.44688, 1.33656], [0.77004, -1.34536, 1.82379]],
  "forces_ev_per_a": [[0.225, -0.099, 0.208], [-0.212, 0.136, -0.163], [2.516, -4.039, 2.779], [0.458, 0.234, 0.017], [-2.246, 3.442, -2.795], [-0.298, 0.549, -0.427], [-0.447, -0.054, -0.113], [-0.095, 0.089, 0.253], [-0.127, -0.206, 0.060], [0.143, 0.239, -0.047], [-0.018, -0.049, 0.093], [0.012, -0.082, -0.005], [-0.046, 0.028, -0.049], [0.022, -0.122, 0.066], [0.112, -0.066, 0.122]]
}

---

# 3
{
  "formula": "C5H7IO2PS",
  "method": "wB97M-V/def2-TZVPD",
  "orbital_gap_ha": [0.2220, 0.2803],
  "largest_force_ev_per_a": 5.6,
  "mol_weight_g_mol": 289.1,
  "e_tot_ev": -37618.0176,
  "charge": -1,
  "relative_energy_ev": 3.391,
  "spin_multiplicity": 1,
  "elements": ["C", "C", "C", "C", "C", "O", "O", "P", "S", "I", "H", "H", "H", "H", "H", "H", "H"],
  "coordinates": [[-0.98859, -1.25153, -1.12372], [1.28293, -0.62756, 1.00609], [1.05359, -0.09054, -0.55381], [0.59911, 0.12332, 2.05828], [-0.34439, 0.16298, -1.19036], [-1.65580, -1.32737, -0.05772], [-0.79150, -2.07870, -2.04542], [-1.62777, 0.85922, 0.00700], [-3.30617, 1.04790, -1.03330], [-0.80878, 3.35925, -0.19045], [0.78538, -1.53578, 1.04324], [2.36075, -0.68501, 1.02239], [1.57620, 0.85768, -0.67487], [1.50925, -0.80204, -1.09523], [-0.37502, -0.02444, 2.56960], [0.97814, 1.21201, 2.22840], [-0.24734, 0.80062, -1.97011]],
  "forces_ev_per_a": [[0.519, -0.228, -3.464], [-1.698, 1.554, -2.000], [-1.538, 3.216, 2.869], [0.484, 3.978, 0.784], [-0.013, -2.756, 4.931], [-0.399, -0.080, 0.934], [-0.302, 0.890, 1.813], [0.190, -0.451, -1.133], [-0.012, -0.022, 0.475], [0.249, 0.172, 0.258], [-0.212, -2.445, -0.337], [0.273, -0.072, 0.600], [0.421, -0.002, 0.246], [1.699, -2.534, -2.184], [0.910, -0.654, -0.748], [-0.648, -1.921, -0.148], [0.077, 1.355, -2.898]]
}

---

# 4
{
  "formula": "C5H7N",
  "method": "wB97M-V/def2-TZVPD",
  "orbital_gap_ha": [0.3189, 0.2768],
  "largest_force_ev_per_a": 1.3,
  "mol_weight_g_mol": 81.1,
  "e_tot_ev": -6782.1991,
  "charge": 0,
  "relative_energy_ev": 6.314,
  "spin_multiplicity": 1,
  "elements": ["C", "C", "C", "C", "C", "N", "H", "H", "H", "H", "H", "H", "H"],
  "coordinates": [[0.95357, -1.23132, 1.73999], [0.22619, -0.44175, 0.69420], [-0.05684, -0.63551, -0.59121], [-1.10120, 0.11409, -1.17751], [-0.67733, 1.49671, -0.96125], [-0.90371, 1.17422, -2.26284], [1.32159, -2.19863, 1.39000], [0.26147, -1.41014, 2.57386], [1.79396, -0.66012, 2.15345], [-2.12018, -0.24485, -1.11255], [0.30780, 1.83434, -0.64282], [-0.23481, 0.51215, 1.05000], [-0.08396, 1.13854, -2.86807]],
  "forces_ev_per_a": [[0.031, -0.067, -0.073], [-0.099, 0.094, -0.015], [0.481, -0.697, 0.978], [-0.372, 0.580, -0.449], [-0.243, 0.953, -0.175], [0.155, -0.425, -0.432], [-0.060, 0.173, -0.076], [0.146, -0.004, -0.139], [-0.113, -0.083, -0.105], [0.033, 0.193, 0.012], [-0.412, 0.161, 0.173], [0.385, -0.612, 0.256], [0.067, -0.267, 0.043]]
}

---

# 5
{
  "formula": "C5H7N",
  "method": "wB97M-V/def2-TZVPD",
  "orbital_gap_ha": 0.2573,
  "largest_force_ev_per_a": 0.6,
  "mol_weight_g_mol": 81.1,
  "e_tot_ev": -6784.5139,
  "charge": 0,
  "relative_energy_ev": 3.999,
  "spin_multiplicity": 1,
  "elements": ["C", "C", "C", "N", "C", "C", "H", "H", "H", "H", "H", "H", "H"],
  "coordinates": [[2.01426, 0.21281, -0.31441], [0.67889, 0.16886, -0.48429], [-0.18397, -0.93276, -0.84925], [-1.18451, -0.78570, 0.26739], [-1.36994, 0.66863, 0.39188], [-0.24721, 1.24067, -0.02310], [-0.79567, -1.02607, 1.20738], [2.58472, -0.70172, -0.45245], [2.54501, 1.08713, 0.05160], [0.24920, -1.93226, -0.88419], [-2.03178, -1.32172, 0.11685], [-2.23361, 1.02305, 0.92990], [-0.02540, 2.29908, 0.04270]],
  "forces_ev_per_a": [[0.070, -0.060, 0.034], [0.234, 0.181, -0.005], [0.268, -0.030, 0.096], [-0.219, -0.309, 0.253], [0.250, 0.231, 0.143], [-0.083, 0.009, 0.173], [-0.220, -0.394, -0.428], [0.047, 0.210, -0.084], [-0.153, -0.011, -0.289], [-0.053, 0.072, 0.309], [-0.135, 0.121, -0.027], [-0.026, 0.131, -0.163], [0.019, -0.151, -0.012]]
}

---

# 6
{
  "formula": "C5H7N",
  "method": "wB97M-V/def2-TZVPD",
  "orbital_gap_ha": [0.3125, 0.3125],
  "largest_force_ev_per_a": 0.5,
  "mol_weight_g_mol": 81.1,
  "e_tot_ev": -6785.1405,
  "charge": 0,
  "relative_energy_ev": 3.372,
  "spin_multiplicity": 1,
  "elements": ["C", "C", "C", "C", "C", "N", "H", "H", "H", "H", "H", "H", "H"],
  "coordinates": [[-0.80184, -1.52066, -0.81952], [0.04501, 1.64752, 1.15660], [0.12807, 0.42579, 0.29620], [1.47516, -0.59379, -1.30903], [-0.95823, -0.42431, -0.01786], [1.26126, 0.09166, -0.29680], [2.30785, -1.29989, -1.34590], [-1.95114, -0.08790, 0.25993], [-1.65508, -1.98874, -1.29242], [0.08214, -2.14659, -0.77812], [0.71232, 2.42890, 0.78917], [0.32761, 1.42876, 2.18980], [-0.97312, 2.03926, 1.16797]],
  "forces_ev_per_a": [[0.006, 0.054, 0.373], [0.023, 0.004, 0.052], [0.351, -0.102, 0.179], [-0.011, 0.144, -0.122], [0.071, -0.165, -0.366], [-0.455, 0.066, -0.038], [-0.056, -0.119, 0.138], [0.006, 0.034, -0.090], [-0.037, 0.038, 0.023], [0.112, 0.134, -0.088], [-0.013, -0.064, -0.013], [-0.024, 0.024, -0.039], [0.029, -0.048, -0.008]]
}